1.
# C15H42B3N3O11P2

A structure of composition C15H42B3N3O11P2 in a non-equilibrium geometry (ωB97M-V/def2-TZVPD, the OMol25 dataset).

The geometry in XYZ format:
```
76
Properties=species:S:1:pos:R:3:forces:R:3
C 1.26530 -1.91969 5.50889 -0.018 -0.305 0.022
C 2.17075 -2.24144 4.32065 0.250 0.314 0.119
C 1.75712 -1.52278 3.05397 0.340 -0.991 0.201
O 2.79498 -1.67245 2.04390 -0.748 0.645 -0.105
B 3.58857 -0.62355 1.82239 -0.207 0.417 -0.424
O 4.12480 -0.40052 0.54217 0.395 -1.135 0.431
B 5.49898 -0.46043 0.65128 -0.470 0.947 -0.745
P 6.46631 -1.78221 -0.39715 1.309 0.066 0.110
N 8.03288 -1.77021 -0.21941 -0.508 -0.016 0.007
O 6.10015 0.35845 1.58440 0.269 -1.113 0.283
B 5.42412 0.36873 2.78115 0.158 1.283 0.127
P 6.30602 0.42061 4.49088 0.050 -0.640 -0.185
O 6.23565 -0.94318 5.03725 -0.177 -0.174 0.123
O 7.78243 0.97039 4.31467 -0.286 0.459 0.098
O 5.57795 1.51893 5.40754 0.163 0.158 -0.297
O 4.06043 0.22950 2.83617 0.085 -0.680 0.135
H 0.48363 -2.66486 5.63594 -0.151 -0.039 -0.081
H 1.84638 -1.92819 6.42599 0.000 0.095 0.148
H 0.77534 -0.95368 5.41026 0.055 0.181 0.009
H 2.19928 -3.31362 4.14385 0.000 -0.124 -0.089
H 3.19623 -1.94950 4.54602 0.092 0.089 0.065
H 0.87832 -1.99988 2.63856 -0.212 0.218 -0.156
H 1.54756 -0.47450 3.24117 -0.004 0.153 -0.047
H 6.00024 -1.57342 -1.71520 -0.281 -0.064 0.035
H 5.84357 -2.99530 -0.03341 -0.436 0.125 -0.102
H 8.35578 -2.66423 0.12612 0.273 0.003 -0.068
H 8.23355 0.91503 5.16554 0.373 -0.001 0.045
H 4.63831 1.30624 5.40067 -0.258 0.102 0.320
C -4.99568 2.51229 3.61787 -0.039 -0.081 0.010
O -5.28496 1.35393 2.86115 0.108 0.113 0.038
C -5.36811 1.57523 1.45857 -0.179 -0.140 -0.085
C -4.23678 0.88108 0.73472 0.150 0.023 0.110
N -2.95879 1.51611 1.02718 -0.050 -0.141 0.024
C -1.79489 0.78216 0.54209 0.017 0.219 0.023
C -1.51287 -0.58770 1.14495 0.171 -0.105 -0.196
O -1.14155 -0.55686 2.51198 -0.184 0.042 0.063
C -2.21161 -0.56890 3.44092 0.155 0.001 0.079
H -5.07834 2.24179 4.66896 0.000 -0.025 -0.002
H -3.98213 2.88379 3.42996 -0.027 0.065 -0.025
H -5.71054 3.31291 3.40587 0.020 0.033 0.000
H -5.37670 2.64477 1.23151 0.078 0.025 0.019
H -6.31614 1.15089 1.11626 -0.012 0.023 0.010
H -4.41817 0.92983 -0.34288 0.017 -0.013 -0.014
H -4.25687 -0.17704 1.03171 -0.090 -0.024 -0.073
H -2.87577 1.63201 2.02887 0.002 0.033 0.013
H -0.91935 1.41073 0.72501 0.034 -0.031 -0.022
H -1.88092 0.67068 -0.54365 -0.030 -0.044 -0.007
H -0.65023 -1.00182 0.61385 0.002 -0.010 0.014
H -2.33882 -1.29170 0.99035 -0.075 0.061 0.071
H -3.07655 -1.11421 3.05621 -0.031 0.031 -0.023
H -2.51852 0.44248 3.72113 -0.098 -0.014 -0.043
H -1.85712 -1.06840 4.34366 0.010 -0.022 -0.018
C -1.58631 -2.03238 -3.84775 -0.052 0.065 0.066
O -1.38416 -0.66397 -3.55295 0.001 -0.131 -0.070
C -0.13499 -0.15004 -4.00187 0.079 0.190 0.184
C -0.33223 0.86012 -5.10920 -0.160 -0.073 -0.112
N -0.80455 0.21795 -6.32782 -0.049 0.092 0.086
C -1.22132 1.14205 -7.37767 0.030 -0.188 -0.042
C -2.42834 2.03270 -7.10795 0.041 0.170 -0.138
O -3.65101 1.33121 -6.99293 0.012 -0.034 0.088
C -3.95807 0.84005 -5.70254 -0.109 -0.024 -0.105
H -2.50521 -2.33896 -3.35080 -0.010 0.022 0.005
H -1.69550 -2.20902 -4.92311 0.064 -0.045 -0.001
H -0.76252 -2.64518 -3.46955 0.007 -0.025 -0.027
H 0.52682 -0.95874 -4.32327 -0.039 -0.028 -0.076
H 0.33620 0.35185 -3.15149 0.006 -0.030 0.010
H 0.62222 1.35338 -5.31498 0.000 0.018 -0.014
H -1.03199 1.62246 -4.73847 0.087 0.054 0.067
H -1.58542 -0.38258 -6.09732 -0.001 -0.030 -0.012
H -1.44553 0.54386 -8.26387 0.001 0.033 -0.030
H -0.36985 1.78017 -7.63429 0.007 0.026 0.028
H -2.54432 2.69118 -7.97262 -0.018 0.000 0.002
H -2.27966 2.68396 -6.23792 0.007 -0.083 0.067
H -3.54733 1.47995 -4.91691 0.040 -0.017 0.015
H -3.59630 -0.18236 -5.55830 0.054 0.029 0.080
H -5.04385 0.82402 -5.60697 -0.002 0.019 -0.013
```
Positions in Å, forces in eV/Å.

Summary:
Net charge ... 0
Total energy ... -63841.828 eV
Highest occupied orbital energy ... -8.5 eV
E_LUMO ... 0.20 eV



2.
# CH7N5S

The molecule CH7N5S in a non-equilibrium geometry (ωB97M-V/def2-TZVPD, the OMol25 dataset).

The geometry in XYZ format:
```
14
Properties=species:S:1:pos:R:3:forces:R:3
N -1.24170 -1.81251 1.50411 -2.353 -2.539 -1.880
N -0.10499 -1.00553 1.40617 -0.343 1.533 3.428
C -0.10674 -0.13032 0.38993 1.598 3.682 -4.370
N 0.15226 1.10806 0.56700 -0.627 0.666 0.655
S 0.41660 2.10965 -0.87285 -0.297 1.815 3.954
N -0.10150 -0.57388 -0.91598 -1.464 0.025 0.557
N 0.62841 -1.64601 -1.07205 3.060 -8.560 0.172
H -1.21201 -2.76976 0.94012 0.483 2.859 1.464
H -2.01497 -1.25775 1.07988 0.284 -0.988 0.411
H -0.28926 -0.25023 2.16385 1.174 -2.021 -0.538
H 0.37700 3.19642 0.17540 0.253 -1.581 -2.720
H 0.04086 -0.01387 -1.74333 -0.527 0.937 0.689
H 0.11589 -2.62637 -0.80141 1.497 3.222 -0.979
H 1.62997 -1.74196 -0.61320 -2.739 0.951 -0.841
```
Positions in Å, forces in eV/Å.

Summary:
Net charge ... 0
Total energy ... -19431.660 eV
Highest occupied orbital energy ... -8.4 eV
E_LUMO ... 0.72 eV
SMILES ... NNC(=NS)NN